The following is a DFT calculation (ωB97M-V/def2-TZVPD) of a cluster of 8 separate species, C18H54BN3O11PS8 in total in a non-equilibrium geometry.

Cartesian coordinates (Å):
C (1.481, -0.923, 1.598)
O (1.105, 0.001, 0.552)
B (2.223, 0.528, -0.119)
O (2.467, 1.929, -0.110)
C (3.251, -0.384, -0.964)
C (4.682, -0.699, -0.347)
N (5.242, -1.377, -1.573)
C (4.687, -0.698, -2.687)
N (4.974, -0.957, -3.940)
P (6.077, -2.189, -4.536)
O (6.670, -3.191, -3.345)
O (7.417, -1.470, -5.232)
S (5.073, -3.299, -5.794)
N (3.744, 0.301, -2.202)
H (0.544, -1.435, 1.924)
H (2.275, -1.656, 1.301)
H (1.888, -0.308, 2.447)
H (2.002, 2.302, -0.881)
H (2.893, -1.409, -1.262)
H (4.733, -1.330, 0.569)
H (5.385, 0.163, -0.213)
H (6.260, -1.397, -1.495)
H (4.502, -0.384, -4.648)
H (5.866, -3.504, -2.868)
H (7.744, -2.126, -5.873)
H (4.275, 1.091, -1.804)
C (-2.117, 2.539, 0.078)
S (-0.736, 2.824, 1.201)
O (-1.303, 3.005, 2.569)
C (-0.320, 4.462, 0.568)
H (-2.566, 1.574, 0.318)
H (-2.864, 3.324, 0.199)
H (-1.752, 2.522, -0.951)
H (-1.181, 5.125, 0.660)
H (-0.016, 4.382, -0.477)
H (0.507, 4.858, 1.157)
C (6.174, -7.613, -9.006)
S (5.325, -7.510, -7.418)
O (4.298, -6.432, -7.530)
C (6.725, -6.830, -6.505)
H (5.469, -7.983, -9.748)
H (6.529, -6.625, -9.302)
H (7.012, -8.306, -8.925)
H (7.046, -5.892, -6.960)
H (7.545, -7.550, -6.508)
H (6.411, -6.645, -5.478)
C (-0.779, 0.997, -4.557)
S (1.012, 1.193, -4.490)
O (1.296, 2.622, -4.166)
C (1.286, 0.972, -6.259)
H (-1.178, 1.135, -3.553)
H (-1.208, 1.744, -5.225)
H (-1.022, -0.007, -4.908)
H (0.724, 1.721, -6.818)
H (0.973, -0.031, -6.553)
H (2.350, 1.093, -6.461)
C (-6.998, 2.223, 1.105)
S (-5.318, 2.200, 1.759)
O (-4.716, 0.878, 1.401)
C (-5.795, 2.125, 3.493)
H (-6.944, 2.232, 0.017)
H (-7.537, 1.333, 1.435)
H (-7.510, 3.122, 1.450)
H (-6.410, 1.244, 3.672)
H (-6.347, 3.026, 3.759)
H (-4.890, 2.064, 4.096)
C (8.649, -5.394, -0.352)
S (7.290, -5.575, -1.521)
O (6.113, -4.833, -0.962)
C (7.020, -7.331, -1.220)
H (8.960, -4.349, -0.345)
H (8.320, -5.682, 0.647)
H (9.485, -6.018, -0.668)
H (6.796, -7.497, -0.166)
H (7.911, -7.889, -1.508)
H (6.176, -7.658, -1.826)
C (-7.967, 1.665, 8.275)
S (-7.595, 2.982, 7.102)
O (-7.616, 2.379, 5.732)
C (-5.867, 3.173, 7.580)
H (-9.001, 1.356, 8.128)
H (-7.305, 0.815, 8.101)
H (-7.842, 2.038, 9.292)
H (-5.339, 2.226, 7.450)
H (-5.812, 3.495, 8.620)
H (-5.415, 3.931, 6.941)
C (-11.236, 7.036, 8.575)
S (-10.483, 5.563, 7.857)
O (-9.155, 5.378, 8.514)
C (-10.185, 6.279, 6.229)
H (-11.472, 6.827, 9.618)
H (-10.540, 7.873, 8.520)
H (-12.155, 7.273, 8.037)
H (-9.555, 7.164, 6.323)
H (-11.138, 6.541, 5.768)
H (-9.678, 5.535, 5.615)

The net charge is +1. Its LUMO energy is -3.7 eV.